1.
The following is a quantum chemistry calculation of a structure of composition C46H59N3O26S2, from OMol25.

```
136
Properties=species:S:1:pos:R:3:forces:R:3:mulliken_charge:R:1
C 1.624 -3.080 -0.198 0.171 -1.164 -0.612 0.87
H 0.412 1.861 3.385 -0.135 -0.256 0.245 -0.83
C -3.252 -0.152 6.467 0.151 0.482 -0.187 0.15
O -2.261 -1.244 -6.553 0.183 0.218 -0.152 -0.44
H 0.960 -2.396 4.310 0.135 0.129 -0.123 0.59
C -3.659 4.352 -3.338 1.008 -0.142 0.260 -0.60
H -3.480 -7.203 -2.270 0.096 0.154 0.144 0.30
H -3.817 -6.843 -3.942 -0.307 0.340 0.030 0.30
H -3.540 3.924 -4.329 -0.649 0.051 -0.142 0.19
O -4.099 0.650 4.036 -0.391 -0.192 -0.174 -0.58
H -0.252 3.921 -6.077 -0.056 0.105 0.242 0.47
H 0.732 -5.091 -0.137 -0.010 -0.180 0.109 0.26
H 2.891 2.539 -3.424 -0.581 -0.276 0.088 0.39
C 3.518 3.148 1.029 0.124 0.213 -1.056 -0.74
C -1.887 -1.087 -0.570 0.542 0.846 0.257 -0.14
C -2.892 4.160 -1.141 0.329 0.018 0.160 -0.31
C -1.689 -4.747 -2.702 0.649 -0.060 0.219 0.48
H -2.010 0.927 -1.319 0.037 -0.035 0.116 -0.58
H 1.556 2.950 0.142 -0.034 -0.073 -0.091 0.06
H -0.699 -1.825 -5.297 0.239 -0.055 -0.162 0.13
C 1.060 -4.308 0.538 0.113 1.032 0.044 -0.25
C 0.296 4.931 4.287 1.021 0.519 -0.632 -0.61
C 2.470 -1.141 -3.695 0.496 0.248 -0.761 0.34
C -3.093 -4.230 -2.485 0.345 -0.542 -0.472 0.39
H -0.341 -0.461 5.078 -0.058 0.253 0.069 0.50
O -2.669 0.508 -5.069 -0.246 0.256 0.015 -0.32
O 2.303 -5.764 2.030 0.068 -0.884 0.486 -0.58
H -0.374 0.408 -1.247 0.393 -0.253 0.604 -0.60
O -1.351 0.898 0.588 0.216 -0.219 0.328 -0.22
O 4.469 3.100 -0.071 -0.353 0.060 0.423 -0.43
H -2.162 -0.095 8.345 0.099 0.164 -0.284 0.43
H -5.772 -2.307 5.790 0.192 -0.189 -0.074 0.46
C 1.761 4.445 -6.585 0.432 0.968 0.454 -0.92
H -1.030 -4.071 -3.247 -0.371 0.169 -0.206 0.19
C -1.773 -1.686 -5.281 -0.224 0.088 0.410 0.03
H -2.889 2.537 -2.609 0.116 -0.119 0.395 -0.69
O -3.116 0.880 -7.440 -0.553 0.234 -0.356 -0.62
O -1.647 -0.113 2.816 -0.525 0.159 0.642 -0.39
H 2.771 -3.266 5.697 -0.155 -0.183 0.421 0.45
C 3.476 3.623 -5.106 -0.174 0.505 -0.100 -0.74
H 3.736 -2.180 -6.190 -0.272 0.028 -0.092 0.27
O 0.458 2.270 -2.688 0.161 -0.442 0.378 -0.48
O -0.972 2.489 -4.267 -0.175 -0.140 0.007 -0.57
H 0.894 -2.287 -0.286 0.113 0.236 -0.142 -0.70
H -0.082 0.378 7.360 0.200 0.094 0.107 0.67
S -0.923 -0.230 1.621 0.293 -0.416 -1.189 0.70
C 2.321 2.302 0.568 0.155 0.101 0.874 0.85
H -5.064 -3.162 8.065 -0.345 0.162 -0.085 0.36
C 0.428 -0.861 5.724 -0.516 -0.662 -0.415 -0.20
C 2.878 -2.700 0.588 -0.516 0.459 0.381 -0.07
O 3.176 -3.816 1.435 0.340 0.114 -0.115 -0.42
C 0.749 2.573 4.138 -0.164 0.103 -0.682 0.79
H -3.606 4.844 -0.675 -0.081 -0.084 0.008 0.34
C 2.365 -1.940 7.335 -0.993 -0.435 0.430 -0.11
C 3.913 -0.995 -3.318 0.405 -0.685 0.103 0.82
H -1.215 -6.856 -2.847 0.104 -0.083 -0.264 0.29
H 1.926 -3.453 -1.182 -0.125 0.527 -0.117 0.20
H -2.705 0.629 5.953 -0.067 0.034 0.202 0.72
C -3.344 -6.447 -3.044 0.506 -0.611 -0.090 -0.47
H -4.512 5.013 -3.212 -0.056 0.054 -0.261 0.37
H 5.231 -0.069 -4.829 -0.110 0.138 0.229 0.30
H -1.698 -6.128 -4.409 0.242 0.091 0.003 0.29
H 2.131 4.054 3.300 -0.052 0.412 0.734 0.15
C -0.413 2.888 5.055 0.326 -0.006 -0.466 0.24
O 1.515 -1.213 -2.988 -0.970 0.004 1.004 -0.30
C -1.325 0.318 -0.723 -0.994 0.860 -1.385 1.38
H -1.218 -4.794 -1.713 -0.197 -0.178 0.014 -0.13
C -3.629 -1.619 8.329 0.082 -0.151 -0.343 -0.51
H 2.269 1.237 -1.352 -0.052 -0.079 -0.021 -0.69
C 1.181 3.175 -4.665 0.099 -0.306 -0.009 0.04
O 3.333 -2.203 9.389 0.048 0.009 0.306 -0.62
O -1.050 2.120 5.707 -0.238 -0.106 0.366 -0.46
C 2.900 1.360 -0.476 0.726 0.483 -0.185 1.54
O 5.019 1.737 -1.714 -0.463 -0.110 -0.346 -0.61
H -2.955 -0.923 -3.608 -0.243 0.188 -0.232 0.27
O -1.647 5.605 -3.964 0.099 0.475 -0.145 -0.59
O 3.939 -3.524 7.812 0.339 -0.512 -0.142 -0.61
H 1.925 1.829 1.469 -0.260 -0.289 -0.411 -0.52
H 4.029 2.762 1.911 -0.111 0.000 0.032 0.26
C -4.284 -0.787 5.804 0.148 -0.543 0.028 -0.20
H 1.481 5.104 -7.397 -0.098 -0.318 -0.181 0.38
H 4.175 -1.892 -2.751 -0.053 0.170 0.252 0.16
H 1.002 5.454 4.941 -0.328 -0.231 0.431 0.24
H 1.567 2.085 4.663 0.031 0.211 0.210 0.46
C 2.127 -2.495 6.107 0.638 -0.145 -1.499 -0.37
N -4.626 -0.367 4.438 -0.285 -0.228 -0.415 1.09
O -0.694 4.209 5.003 -0.085 0.127 0.359 -0.43
O -1.919 4.950 -1.853 0.012 0.100 0.290 -0.36
C 2.211 -4.760 1.409 -0.318 0.546 -0.262 0.23
H -2.378 3.612 -0.354 0.102 -0.052 -0.064 0.15
H -2.293 -2.613 -5.053 0.076 -0.032 -0.047 0.16
C 4.217 2.058 -0.878 0.180 -0.305 0.331 0.31
H 5.414 -1.793 -4.715 0.047 -0.020 0.299 0.30
O -3.433 -3.118 -2.230 -0.203 0.756 0.169 -0.49
H 3.247 4.195 1.150 0.135 -0.040 0.215 0.35
H 3.189 0.374 -0.109 -0.171 0.006 0.123 -0.34
C -1.854 -6.124 -3.334 -0.603 -0.026 0.593 -0.72
C -4.949 -1.873 6.340 -0.843 0.354 0.133 -0.56
O -1.434 -1.462 0.750 -0.169 -0.437 0.226 -0.33
H 3.743 -2.480 -0.035 0.031 -0.175 -0.034 0.13
H 3.562 -0.414 -6.444 0.119 -0.126 -0.123 0.34
H 4.516 3.577 -4.809 -0.020 -0.138 -0.013 0.50
C -2.332 5.099 -3.129 -0.224 -0.549 -0.189 0.64
H 1.740 -0.532 8.816 -0.142 -0.247 0.118 0.43
H 2.685 -1.826 1.215 0.058 -0.106 0.090 0.09
O 0.497 -0.307 1.677 0.501 0.002 0.056 -0.25
H 3.862 4.848 -6.826 -0.048 0.120 0.070 0.40
H -2.973 -1.077 -0.611 -0.022 -0.270 0.190 0.35
O -5.411 -1.068 3.794 0.720 0.731 0.511 -0.64
O -3.970 -5.238 -2.614 -0.208 0.005 -0.231 -0.43
C -2.941 -0.557 7.754 -0.185 -0.333 0.319 -0.51
C 3.607 -1.213 -5.708 -0.120 0.405 0.301 -0.47
C 1.165 -1.943 5.269 0.077 0.095 0.557 -0.73
C 2.507 3.024 -4.311 0.874 0.338 0.021 -0.18
C 1.057 3.907 3.447 0.522 -0.682 -0.753 -0.02
C -2.172 -0.569 -4.279 -0.003 -0.522 0.518 0.77
H -1.349 -0.235 -3.649 0.303 0.075 -0.294 -0.59
H 0.222 -3.992 1.162 0.020 -0.319 0.183 0.21
N 3.281 -2.613 8.249 0.308 0.483 0.052 1.02
H -3.301 -2.016 9.282 -0.181 0.172 0.115 0.37
C 1.545 -0.949 7.838 0.475 0.697 0.320 -0.58
C 0.787 3.881 -5.783 -0.115 -0.420 -0.545 -0.19
C 3.102 4.383 -6.210 -0.140 -0.719 -0.242 -0.49
O -0.792 0.730 -6.665 0.128 -0.031 0.146 -0.47
C -4.646 -2.264 7.629 0.777 -0.433 0.244 -0.48
C 0.582 -0.407 7.022 -0.318 0.464 -0.303 -0.43
S -2.159 0.352 -6.558 0.340 -0.510 0.147 1.07
H -4.470 2.882 -1.846 -0.084 0.004 -0.259 0.50
C 4.687 -0.989 -4.630 0.056 0.145 -0.605 -0.72
H 0.740 3.870 2.399 -0.596 0.076 0.258 0.04
O 2.334 -1.178 -5.024 0.074 -0.360 -0.579 -0.44
C -3.542 3.317 -2.216 -0.481 0.141 -0.104 0.39
H -1.471 -1.745 -1.324 -0.020 -0.286 0.186 0.15
H -0.164 5.710 3.683 -0.324 -0.175 0.012 0.36
H 4.051 -0.127 -2.683 0.139 0.115 0.004 -0.57
N 0.150 2.572 -3.825 -0.079 0.776 0.055 1.20
```
Forces are in eV/Å.

Calculated values
energy above the lowest of the compared OMol25 structures with the same formula, charge and spin: 0.000 eV
calculated total energy: -4704.8885 a.u.
E_HOMO: -9.72 eV
total charge: 0
Kohn-Sham gap: 9.03 eV

2.
The following is a quantum chemistry calculation of the molecule C6H4O, from OMol25.

```
11
Properties=species:S:1:pos:R:3:forces:R:3:nbo_charge:R:1
C 0.261 1.029 -0.449 0.104 0.289 -0.343 -0.22
H -1.441 0.866 0.887 0.702 -0.354 0.114 0.24
H 0.336 2.103 -0.354 -0.008 0.017 -0.269 0.25
H 1.619 0.575 1.312 -0.303 0.024 -0.163 0.24
C 1.092 0.127 0.474 -0.936 0.158 0.936 -0.12
C 1.705 -0.926 -0.536 -0.449 0.475 -0.265 -0.05
H -1.987 -1.482 0.611 0.140 0.031 -0.057 0.12
C -1.244 -1.069 -0.102 0.260 -0.298 -0.298 0.38
C 1.260 0.205 -1.060 0.422 -0.386 0.033 -0.08
C -0.742 0.277 0.270 0.540 -0.185 0.122 -0.28
O -0.860 -1.707 -1.053 -0.473 0.229 0.190 -0.49
```
Forces are in eV/Å.

Calculated values
energy above the lowest of the compared OMol25 structures with the same formula, charge and spin: 5.843 eV
calculated total energy: -305.9968 a.u.
E_HOMO: -9.05 eV
total charge: 0
Kohn-Sham gap: 8.70 eV

3.
The following is a quantum chemistry calculation of a structure of composition C19H23BN6OReSSi, from OMol25.

```
53
Properties=species:S:1:pos:R:3:forces:R:3:lowdin_spin:R:1
H -2.207 3.054 2.660 0.000 0.020 -0.048 0.00
B -3.589 -1.204 3.207 0.004 -0.035 -0.089 0.04
H 4.466 2.346 -1.000 0.004 -0.001 0.004 0.00
C 1.746 3.317 3.024 0.127 0.026 -0.035 0.00
C -0.015 -4.217 -0.166 -0.058 0.086 0.009 0.00
H -4.153 -2.081 2.597 -0.023 -0.013 0.041 0.01
N 0.370 -1.863 -0.064 -0.076 -0.193 0.045 0.02
C -2.465 -0.755 2.295 -0.010 0.080 0.040 0.10
C 1.298 -4.443 -0.514 -0.001 -0.017 0.009 0.03
O 0.085 1.784 1.283 0.397 0.453 0.471 0.26
C -1.324 3.521 3.100 -0.043 -0.055 0.006 0.01
C 2.165 -3.352 -0.650 0.052 -0.020 -0.004 0.00
S 5.709 -4.178 -1.679 0.072 -0.020 0.333 0.00
C 1.664 -2.076 -0.421 0.045 0.086 -0.094 0.01
H -2.990 3.481 -2.286 -0.009 0.009 0.013 0.00
C -3.612 2.627 -2.548 -0.002 0.015 0.009 0.01
H -4.235 2.356 -1.699 -0.012 0.010 0.002 0.00
N 1.893 0.307 -0.338 0.027 -0.032 0.035 0.02
H -0.589 5.270 0.685 -0.018 0.003 0.043 0.00
H 0.159 4.082 -0.361 0.007 -0.058 0.007 0.00
N 5.618 -2.582 -1.511 -0.125 -0.024 -0.281 0.00
H -3.365 0.586 -3.313 -0.016 0.029 -0.019 0.00
Re -0.072 0.156 0.481 -0.175 0.114 -0.105 2.12
C -0.449 -2.914 0.057 0.031 -0.062 0.021 0.03
C 4.367 -2.309 -1.171 0.119 0.144 0.092 0.00
H 1.160 5.133 0.636 0.001 -0.001 0.002 0.00
H 2.084 2.357 -0.293 0.010 0.011 0.022 0.00
H -1.175 3.082 4.088 0.004 -0.024 -0.006 0.00
H -2.106 1.700 -3.849 -0.037 0.008 -0.015 0.00
C 0.233 4.556 0.621 0.041 0.022 -0.097 0.01
C 2.604 1.430 -0.492 0.028 0.038 0.001 0.03
C 3.829 -0.981 -0.951 -0.008 -0.037 0.000 0.00
H -3.021 -1.608 4.196 -0.026 -0.007 0.030 0.02
N 4.212 -4.589 -1.259 -0.045 0.067 -0.294 0.00
Si 0.180 3.347 2.041 -0.163 -0.011 0.127 0.03
C 2.493 -0.891 -0.572 0.007 -0.081 -0.068 0.01
H 5.600 0.147 -1.400 0.006 0.003 -0.006 0.00
H -4.258 2.911 -3.375 -0.010 0.015 0.007 0.00
H 2.643 3.222 2.407 -0.019 -0.010 -0.023 0.00
N -1.200 0.591 -1.098 0.012 -0.329 -0.425 0.02
H 1.836 4.264 3.563 -0.013 0.009 -0.002 0.00
H -0.716 -5.031 -0.055 0.002 -0.006 0.003 0.00
C 3.561 -3.458 -1.026 -0.086 -0.104 0.131 0.00
H -4.252 -0.215 3.401 -0.025 -0.016 0.040 0.01
C -1.879 0.954 -1.951 -0.048 0.059 0.043 0.10
C 3.937 1.411 -0.883 -0.067 0.043 0.006 0.00
H -1.467 -2.702 0.352 -0.006 -0.015 0.013 0.00
C -2.754 1.440 -3.007 0.126 -0.159 0.043 0.02
H 1.760 2.525 3.774 -0.060 -0.032 -0.007 0.00
C 4.560 0.202 -1.106 0.004 -0.028 0.010 0.03
N -1.599 -0.405 1.583 0.025 0.034 -0.059 0.05
H 1.672 -5.445 -0.683 0.015 0.000 -0.008 0.00
H -1.553 4.580 3.241 0.015 0.008 0.029 0.00
```
Forces are in eV/Å.

Calculated values
calculated total energy: -1931.9407 a.u.
spin multiplicity: 4
E_HOMO (alpha / beta): -14.90 / -15.19 eV
total charge: +2
Kohn-Sham gap (alpha / beta): 7.30 / 6.52 eV

4.
The following is a quantum chemistry calculation of a structure of composition C8H18FN2O2, from OMol25.

```
31
Properties=species:S:1:pos:R:3:forces:R:3:nbo_charge:R:1
F 1.005 -0.524 1.761 -0.003 0.041 0.024 -0.33
H -1.734 0.489 -1.105 0.008 0.034 -0.131 0.22
H 3.198 -1.469 1.334 -0.022 0.075 -0.053 0.24
H 3.005 -1.834 -0.394 -0.031 0.073 -0.025 0.24
H -1.561 2.051 1.459 0.006 -0.037 0.039 0.23
C -1.279 1.147 0.921 0.093 -0.016 -0.091 -0.39
H -2.601 1.922 -0.592 -0.017 -0.049 -0.078 0.24
H 3.957 0.781 -1.497 -0.006 0.025 0.080 0.22
H -3.741 -1.977 0.402 0.053 0.106 -0.256 0.43
H 2.429 -0.014 -1.941 0.032 0.067 0.149 0.26
C -3.450 0.079 0.120 -0.093 0.657 -0.046 -0.22
C 2.899 0.683 -1.247 0.233 0.260 -0.720 -0.44
H -3.344 -1.563 -1.160 -0.033 -0.005 0.241 0.42
C 0.204 1.282 0.497 0.066 -0.056 0.144 -0.51
H -3.658 0.180 1.187 -0.051 -0.123 -0.106 0.22
H -2.087 -1.586 0.009 -0.386 0.018 -0.164 0.47
H 0.715 1.926 1.216 0.096 -0.028 -0.080 0.24
H 3.027 0.852 0.814 -0.038 -0.086 -0.120 0.41
C -2.246 0.947 -0.257 -0.002 -0.079 0.203 -0.43
H 0.268 1.724 -0.496 0.089 -0.008 -0.019 0.24
C 3.392 -1.112 0.324 0.348 -0.553 0.172 -0.44
N -3.174 -1.350 -0.174 0.341 -0.492 0.110 -0.72
O -0.694 -1.745 0.215 -0.552 -0.461 0.388 -0.74
H -4.339 0.393 -0.428 0.021 -0.157 0.062 0.22
C 0.846 -0.078 0.515 1.944 0.255 -0.345 0.59
C 0.185 -1.146 -0.444 0.713 0.654 0.820 0.71
N 2.745 0.173 0.107 -3.033 -0.254 0.488 -0.42
O 0.497 -1.184 -1.607 0.248 0.073 -0.790 -0.63
H -1.359 0.315 1.622 -0.023 0.062 0.048 0.23
H 2.424 1.658 -1.346 0.029 -0.038 0.077 0.22
H 4.470 -1.019 0.184 -0.032 0.041 -0.019 0.23
```
Forces are in eV/Å.

Calculated values
energy above the lowest of the compared OMol25 structures with the same formula, charge and spin: 0.000 eV
calculated total energy: -675.2348 a.u.
E_HOMO: -13.21 eV
total charge: +1
Kohn-Sham gap: 10.62 eV

5.
The following is a quantum chemistry calculation of the ion CHN2 with charge +1, from OMol25.

```
4
Properties=species:S:1:pos:R:3:forces:R:3:nbo_charge:R:1
N -0.196 -0.420 0.289 -0.200 0.100 0.072 -0.20
N -0.660 -1.369 0.979 1.485 3.022 -2.226 0.39
C 0.213 0.522 -0.369 -2.586 -5.506 3.858 0.52
H 0.643 1.266 -0.900 1.301 2.384 -1.704 0.29
```
Forces are in eV/Å.

Calculated values
energy above the lowest of the compared OMol25 structures with the same formula, charge and spin: 1.162 eV
calculated total energy: -147.7010 a.u.
E_HOMO (alpha / beta): -18.27 / -18.27 eV
total charge: +1
Kohn-Sham gap (alpha / beta): 8.28 / 8.27 eV

6.
The following is a quantum chemistry calculation of the molecule C4H4N2OS, from OMol25.

```
12
Properties=species:S:1:pos:R:3:forces:R:3:nbo_charge:R:1
N 0.041 -0.930 -1.088 -1.242 -1.386 -2.009 -0.48
H -1.981 1.952 -1.373 -0.285 0.205 -0.069 0.14
H 0.669 0.833 2.601 0.461 -0.234 0.735 0.20
C 1.157 0.007 2.086 -0.069 1.294 -1.621 0.23
S -1.935 0.752 -1.955 1.264 -0.100 0.902 0.04
C 0.794 -0.048 0.792 -2.029 -0.657 -0.291 -0.07
O 2.161 -0.720 2.586 -0.656 0.442 2.555 -0.63
C -0.605 0.285 -0.830 0.045 -0.560 0.309 0.24
H 1.445 -2.149 -0.074 -0.873 1.191 0.018 0.22
N -0.264 0.855 0.273 1.370 -0.723 0.641 -0.47
H 2.153 -0.532 3.576 0.368 -0.614 -1.785 0.50
C 0.813 -1.218 -0.121 1.645 1.142 0.615 0.08
```
Forces are in eV/Å.

Calculated values
energy above the lowest of the compared OMol25 structures with the same formula, charge and spin: 1.700 eV
calculated total energy: -737.7070 a.u.
SMILES: O/C=C1\C=NC(S)=N1
E_HOMO: -8.74 eV
total charge: 0
Kohn-Sham gap: 8.57 eV